Here is a 6-piece molecular cluster, C30H69N9O8PS overall from the OMol25 dataset. Energies are from wB97M-V/def2-TZVPD.

Each line ends with the Mulliken charge.
Atoms and positions in Å:
C (1.70772, -0.78663, 3.24604)  -0.85
C (2.81844, -1.66775, 2.49770)  0.22
O (2.75016, -1.28545, 1.08501)  -0.19
C (3.85426, -1.94798, 0.38022)  -0.49
C (4.44352, -1.06642, -0.80847)  -0.48
O (5.54019, -0.19408, -0.44330)  -0.45
C (5.14193, 0.82502, 0.47635)  -0.32
N (4.05327, 1.72077, -0.02726)  0.10
C (3.88002, 2.95698, 0.46725)  -0.16
N (4.62668, 3.66058, 1.51316)  -0.35
C (4.51573, 5.14099, 1.14860)  -0.54
P (4.09774, 6.36253, 2.53037)  0.08
S (5.32226, 7.91130, 2.49124)  -0.35
C (3.64148, 5.12608, -0.21042)  0.12
C (2.95162, 6.47024, -0.73957)  -0.86
N (1.60963, 6.09403, -1.31941)  -0.38
N (2.80751, 3.92687, 0.06029)  0.10
O (1.85153, 4.09822, 1.03608)  0.03
C (0.81419, 3.09863, 0.69709)  -0.44
C (-0.58820, 3.44545, 1.40487)  0.39
C (-1.01916, 4.97480, 1.22581)  -1.14
C (-1.67674, 2.37920, 0.88807)  1.07
C (-2.52905, 1.71174, 2.09413)  -1.17
C (-2.72578, 2.97695, -0.17327)  -1.19
H (1.84904, 0.34110, 3.05770)  0.13
H (0.63991, -1.02405, 2.91947)  0.09
H (1.76884, -1.01191, 4.36513)  0.40
H (2.59267, -2.78288, 2.62391)  -0.19
H (3.85826, -1.45761, 2.91843)  0.36
H (4.64264, -2.34912, 1.09731)  0.36
H (3.37620, -2.87707, -0.11447)  0.32
H (3.56372, -0.54811, -1.31574)  0.21
H (4.86728, -1.80152, -1.58641)  0.37
H (4.84938, 0.44584, 1.51455)  0.28
H (6.06340, 1.49706, 0.63661)  0.35
H (3.39176, 1.47598, -0.78995)  0.40
H (5.64658, 3.48821, 1.35731)  0.36
H (5.52087, 5.55934, 0.76793)  0.49
H (2.76687, 6.86881, 2.33006)  0.09
H (4.23770, 5.66047, 3.79069)  0.14
H (4.35983, 4.76556, -1.02430)  0.30
H (3.58217, 6.84807, -1.62591)  0.28
H (2.88807, 7.31107, 0.02251)  0.39
H (1.77596, 5.91634, -2.32327)  0.22
H (1.02179, 6.93779, -1.26046)  0.22
H (1.11615, 2.04209, 1.04925)  -0.02
H (0.72780, 3.12556, -0.44529)  0.31
H (-0.43550, 3.28027, 2.53660)  0.17
H (-0.28324, 5.72167, 1.68257)  0.23
H (-2.05339, 5.09020, 1.71483)  0.41
H (-1.15315, 5.23574, 0.11258)  0.08
H (-1.09781, 1.53696, 0.36419)  -0.15
H (-3.01252, 0.76281, 1.63856)  0.21
H (-3.37385, 2.41714, 2.42384)  0.29
H (-1.87990, 1.46501, 3.00425)  0.34
H (-3.47131, 2.13343, -0.40320)  0.32
H (-2.18950, 3.30540, -1.13356)  0.20
H (-3.34634, 3.83546, 0.25209)  0.33
C (-2.30000, -0.01421, -2.53037)  -0.43
C (-3.33447, 0.85032, -3.19919)  0.66
O (-3.43628, 2.04788, -2.95875)  -0.62
N (-4.17288, 0.26045, -4.09524)  -0.18
C (-4.20535, -1.12723, -4.50477)  -0.87
H (-1.70789, 0.59306, -1.84435)  -0.26
H (-2.78620, -0.80704, -1.95732)  0.06
H (-1.63033, -0.44417, -3.27873)  0.45
H (-4.84052, 0.89867, -4.50445)  0.26
H (-4.04435, -1.17321, -5.58406)  0.30
H (-5.19258, -1.53319, -4.27265)  0.28
H (-3.44497, -1.72180, -4.00226)  0.32
C (-1.85886, -3.57004, 1.29903)  -1.29
C (-2.89334, -2.69491, 0.64552)  0.76
O (-2.98823, -1.49740, 0.89605)  -0.64
N (-3.74013, -3.27360, -0.24843)  -0.07
C (-3.78111, -4.65901, -0.66798)  -0.97
H (-1.25848, -2.97168, 1.98553)  0.13
H (-2.34549, -4.36506, 1.86790)  0.41
H (-1.19694, -3.99728, 0.54262)  0.38
H (-4.40830, -2.62963, -0.64770)  0.25
H (-3.62750, -4.69523, -1.75005)  0.29
H (-4.76770, -5.06106, -0.43127)  0.36
H (-3.02036, -5.26133, -0.17532)  0.32
C (-1.74662, 5.79826, -3.68140)  -1.23
C (-0.84460, 6.98974, -3.85490)  0.70
O (0.34905, 6.95353, -3.56552)  -0.68
N (-1.38994, 8.13270, -4.34928)  -0.17
C (-2.76311, 8.36628, -4.74374)  -0.84
H (-1.17253, 4.96258, -3.27894)  0.17
H (-2.54991, 6.03476, -2.98047)  0.40
H (-2.16250, 5.49911, -4.64559)  0.47
H (-0.72788, 8.89056, -4.43925)  0.25
H (-2.77558, 8.65496, -5.79682)  0.29
H (-3.16024, 9.18712, -4.14278)  0.28
H (-3.38613, 7.48520, -4.60509)  0.33
C (2.50036, -5.35149, 3.64963)  -0.94
C (2.31939, -6.79689, 3.27172)  0.64
O (1.30661, -7.20140, 2.71397)  -0.66
N (3.32691, -7.66267, 3.56942)  -0.16
C (4.58728, -7.37403, 4.21999)  -0.79
H (1.61828, -4.78339, 3.35062)  0.14
H (2.62046, -5.25919, 4.73122)  0.36
H (3.37000, -4.93750, 3.13410)  0.31
H (3.13777, -8.61418, 3.28770)  0.24
H (5.39777, -7.65555, 3.54409)  0.27
H (4.65336, -7.97670, 5.12841)  0.28
H (4.68461, -6.32176, 4.47923)  0.31
C (-5.06908, -9.70434, 0.70912)  -1.42
C (-4.76276, -8.34257, 0.14877)  0.97
O (-5.22885, -7.31780, 0.63475)  -0.62
N (-3.93850, -8.27216, -0.93368)  -0.07
C (-3.29835, -9.36262, -1.63819)  -0.92
H (-5.73594, -9.60267, 1.56596)  0.30
H (-5.56659, -10.31714, -0.04561)  0.37
H (-4.14863, -10.18827, 1.04258)  0.36
H (-3.77612, -7.32979, -1.25736)  0.12
H (-2.21721, -9.21215, -1.59930)  0.29
H (-3.62567, -9.34055, -2.68007)  0.29
H (-3.54214, -10.33052, -1.20551)  0.36

Results
* energy above the lowest of the compared OMol25 structures with the same formula, charge and spin: 414.53 kJ/mol
* LUMO level: -3.4352 eV
* E: -3018.34763 hartree
* 2S+1: 1
* total charge: +1
* E_HOMO: -10.8 eV

---

Here is a 2-piece molecular cluster, C2H4O2 overall from the OMol25 dataset. Energies are from wB97M-V/def2-TZVPD.

Each line ends with the Mulliken charge.
Atoms and positions in Å:
C (2.43080, 1.55693, 0.96287)  -0.04
O (3.33038, 0.73090, 0.85670)  -0.39
H (1.90195, 1.87903, 0.03441)  0.21
H (2.19147, 2.11669, 1.89820)  0.22
C (-2.41544, -1.52744, -0.96205)  0.00
O (-2.55985, -2.48828, -1.72979)  -0.41
H (-1.53599, -0.89256, -0.69942)  0.21
H (-3.34332, -1.37527, -0.36093)  0.20

Results
* energy above the lowest of the compared OMol25 structures with the same formula, charge and spin: 268.18 kJ/mol
* LUMO level: 0.4024 eV
* SMILES: C=O.C=O
* E: -229.00443 hartree
* 2S+1: 1
* total charge: 0
* E_HOMO: -10.3 eV

---

Here is a 2-piece molecular cluster, C9H17NSi overall from the OMol25 dataset. Energies are from wB97M-V/def2-TZVPD.

Each line ends with the Mulliken charge.
Atoms and positions in Å:
C (-1.28994, 0.56425, -2.34529)  -0.55
C (-2.18765, 0.65189, -1.21338)  -0.44
C (-0.03057, 0.28708, -1.85723)  0.51
C (-1.35108, 0.51091, -0.18193)  -0.10
C (1.29426, 0.26097, -2.59433)  -1.41
C (-3.93696, -0.37627, 1.71448)  -0.91
C (2.32126, 1.36097, 0.82672)  -0.94
C (1.79015, -1.86401, 0.13370)  -0.99
C (0.18822, -0.11734, 2.37432)  -0.98
N (-0.10025, 0.11387, -0.50376)  0.33
Si (1.19740, -0.16018, 0.75311)  0.11
H (-1.51775, 0.40349, -3.46764)  0.22
H (-3.24724, 0.82371, -1.21964)  0.48
H (1.68352, 1.21630, -2.42611)  0.29
H (1.06630, 0.24910, -3.57886)  0.48
H (1.94665, -0.60273, -2.28640)  0.12
H (-4.91798, -0.79202, 1.51692)  0.32
H (-3.33212, 0.40791, 1.40758)  0.35
H (-3.21080, -1.00432, 2.08154)  0.27
H (1.55178, 2.10521, 0.93424)  0.30
H (3.15308, 1.34245, 1.53979)  0.38
H (2.92817, 1.36759, -0.16483)  0.26
H (1.05426, -2.63586, 0.33644)  0.29
H (2.35192, -1.85349, -0.82720)  0.36
H (2.57498, -2.07458, 0.86074)  0.33
H (0.80499, -0.20441, 3.21658)  0.43
H (-0.24569, 0.94440, 2.58039)  0.27
H (-0.53889, -0.92488, 2.39005)  0.22

Results
* energy above the lowest of the compared OMol25 structures with the same formula, charge and spin: 370.21 kJ/mol
* LUMO level (spin up / spin down): -0.2220 / 0.3812 eV
* E: -697.18601 hartree
* 2S+1: 1
* total charge: 0
* E_HOMO (spin up / spin down): -7.7 / -8.0 eV